[1]
The following is a quantum chemistry calculation of a 13-piece molecular cluster, C49H132N10O21 overall at a distorted geometry, from the Open Molecules 2025 dataset.

Properties
- electronic energy (Eh) = -4073.24884

```
! RIJCOSX wB97M-V def2-TZVPD def2/J DEFGRID3
* xyz 0 1
C -0.285 -0.278 -0.319
O 0.797 -0.826 -0.532
N -0.563 1.014 -0.400
N -1.333 -0.997 -0.059
H -1.504 1.377 -0.445
H 0.236 1.587 -0.635
H -2.178 -0.445 -0.026
H -1.410 -1.996 -0.185
C -2.475 0.382 6.506
O -2.375 0.564 5.102
C -3.160 -0.372 4.338
C -3.041 0.031 2.865
N -3.557 1.405 2.654
C -5.048 1.285 2.658
C -5.711 2.635 2.205
O -7.101 2.367 1.800
C -7.832 3.614 1.717
H -1.636 0.785 7.075
H -2.321 -0.664 6.772
H -3.348 0.786 7.019
H -4.165 -0.501 4.739
H -2.738 -1.374 4.402
H -3.449 -0.699 2.167
H -1.980 0.032 2.615
H -3.344 1.847 3.536
H -5.419 1.017 3.647
H -5.462 0.544 1.974
H -5.118 3.200 1.486
H -5.720 3.251 3.104
H -7.988 3.964 2.738
H -8.821 3.351 1.344
H -7.395 4.342 1.033
C 0.784 3.356 -4.982
O 0.108 3.167 -3.751
C -0.518 4.335 -3.230
C -1.859 4.701 -4.055
N -2.962 3.667 -3.998
C -3.445 3.405 -2.645
C -4.333 4.525 -2.129
O -5.584 4.405 -2.777
C -6.533 5.353 -2.350
H 0.054 3.471 -5.783
H 1.494 2.572 -5.245
H 1.298 4.317 -4.972
H 0.154 5.186 -3.114
H -0.699 4.006 -2.207
H -1.481 4.900 -5.058
H -2.290 5.625 -3.671
H -2.552 2.803 -4.324
H -2.649 3.290 -1.909
H -3.946 2.441 -2.550
H -3.896 5.484 -2.408
H -4.507 4.536 -1.053
H -7.519 5.224 -2.796
H -6.168 6.348 -2.607
H -6.732 5.450 -1.282
C 1.737 -5.048 7.658
O 0.804 -4.193 7.026
C 0.582 -4.257 5.643
C 0.096 -5.579 5.104
N -1.185 -6.059 5.753
C -2.217 -5.031 5.524
C -2.688 -4.645 4.058
O -1.673 -3.773 3.508
C -1.679 -3.559 2.086
H 2.688 -5.078 7.125
H 1.253 -6.022 7.595
H 1.956 -4.819 8.701
H 1.471 -4.063 5.043
H 0.025 -3.417 5.230
H 0.820 -6.392 5.053
H -0.109 -5.496 4.037
H -0.935 -5.922 6.722
H -1.949 -4.114 6.049
H -3.108 -5.394 6.037
H -3.523 -3.951 4.146
H -2.796 -5.501 3.392
H -0.825 -2.946 1.800
H -2.599 -3.038 1.821
H -1.650 -4.552 1.637
C 8.121 -4.784 -1.494
O 6.907 -4.272 -1.042
C 6.160 -3.667 -2.083
C 4.837 -3.054 -1.534
N 3.782 -4.097 -1.294
C 2.644 -3.530 -0.601
C 1.718 -4.601 -0.074
O 2.259 -5.377 1.031
C 1.478 -6.567 1.233
H 7.902 -5.565 -2.223
H 8.769 -5.333 -0.810
H 8.768 -4.162 -2.113
H 5.907 -4.451 -2.797
H 6.730 -2.934 -2.654
H 4.476 -2.333 -2.266
H 5.020 -2.506 -0.609
H 4.231 -4.818 -0.748
H 2.085 -2.951 -1.336
H 2.852 -2.781 0.163
H 1.537 -5.242 -0.937
H 0.763 -4.144 0.188
H 1.630 -7.234 0.384
H 0.429 -6.289 1.334
H 1.851 -7.007 2.158
C 6.663 2.516 1.140
O 5.624 2.029 2.047
C 4.554 1.416 1.307
C 3.250 1.455 2.055
N 2.690 2.827 2.085
C 1.408 2.949 2.805
C 0.894 4.397 2.742
O -0.088 4.696 1.734
C -1.272 4.016 1.817
H 7.612 2.715 1.637
H 6.303 3.291 0.463
H 6.962 1.756 0.417
H 4.850 0.387 1.101
H 4.256 1.983 0.425
H 3.381 1.061 3.063
H 2.510 0.874 1.505
H 3.397 3.351 2.580
H 1.655 2.629 3.817
H 0.718 2.174 2.472
H 1.743 5.053 2.550
H 0.448 4.585 3.718
H -1.589 3.718 2.816
H -1.252 3.077 1.265
H -2.044 4.655 1.389
C -1.577 -3.897 -5.342
O -0.746 -2.737 -5.301
C -0.199 -2.579 -4.010
C 1.007 -1.662 -3.921
N 2.176 -2.114 -4.612
C 3.176 -1.032 -4.653
C 4.602 -1.515 -5.119
O 5.514 -0.520 -4.702
C 6.881 -0.583 -5.224
H -1.043 -4.837 -5.483
H -2.311 -3.636 -6.104
H -2.129 -3.952 -4.404
H 0.125 -3.497 -3.520
H -1.025 -2.169 -3.429
H 1.418 -1.569 -2.916
H 0.705 -0.652 -4.201
H 1.796 -2.331 -5.522
H 3.204 -0.398 -3.767
H 2.980 -0.205 -5.336
H 4.598 -1.646 -6.201
H 4.848 -2.488 -4.692
H 7.431 -1.477 -4.933
H 7.509 0.212 -4.820
H 6.884 -0.535 -6.313
C -1.886 3.405 -11.232
O -2.095 3.471 -9.774
C -3.138 4.248 -9.237
C -2.974 4.409 -7.754
N -3.610 3.385 -6.930
C -3.157 2.007 -7.238
C -3.414 0.958 -6.121
O -2.510 1.223 -5.022
C -2.580 0.193 -4.003
H -1.177 4.195 -11.482
H -2.827 3.452 -11.780
H -1.469 2.426 -11.472
H -4.043 3.653 -9.358
H -3.303 5.173 -9.790
H -3.433 5.371 -7.529
H -1.888 4.396 -7.663
H -3.189 3.630 -6.046
H -2.135 2.031 -7.618
H -3.871 1.720 -8.010
H -3.196 -0.045 -6.486
H -4.440 0.931 -5.754
H -1.965 0.447 -3.140
H -2.270 -0.785 -4.370
H -3.556 0.102 -3.528
C 4.320 1.493 9.086
O 3.434 2.297 8.265
C 2.058 2.084 8.517
C 1.474 0.730 8.011
N 1.497 0.721 6.511
C 0.985 -0.621 6.194
C 0.934 -0.875 4.672
O 2.269 -1.175 4.187
C 2.322 -1.970 3.045
H 5.361 1.761 8.905
H 4.257 0.489 8.666
H 4.027 1.517 10.136
H 1.419 2.887 8.148
H 1.977 2.076 9.604
H 0.492 0.480 8.412
H 2.060 -0.138 8.316
H 2.471 0.681 6.246
H -0.057 -0.767 6.479
H 1.520 -1.428 6.694
H 0.677 0.094 4.242
H 0.266 -1.682 4.372
H 3.330 -1.935 2.630
H 1.781 -1.532 2.207
H 1.939 -2.985 3.150
O 1.769 2.412 -1.866
H 1.102 2.773 -2.449
H 1.922 3.101 -1.220
O -3.302 1.681 -0.080
H -3.377 1.753 0.872
H -4.104 1.234 -0.351
O -3.063 -3.807 -0.736
H -2.911 -4.246 -1.573
H -3.840 -3.269 -0.884
O 3.196 0.257 -1.443
H 2.482 -0.237 -1.041
H 2.817 1.114 -1.637
*
```


[2]
The following is a quantum chemistry calculation of C49H30BrCaF4N5O2PS as an isolated structure at a distorted geometry, from the Open Molecules 2025 dataset.

Properties
- energy relative to the best compared isomer or geometry (same formula, charge and spin) (kcal per mole) = 41.6
- electronic energy (Eh) = -6700.33318

```
! RIJCOSX wB97M-V def2-TZVPD def2/J DEFGRID3
* xyz -1 1
Ca 0.013 0.110 -0.435
O -0.368 -2.248 2.322
C 0.443 -1.345 2.091
N 0.214 -0.024 2.213
C -1.094 0.305 2.720
C -1.290 0.191 4.089
C -2.462 0.605 4.690
C -3.464 1.133 3.891
C -3.307 1.203 2.519
C -2.124 0.780 1.883
N -1.896 0.826 0.500
C -2.884 1.111 -0.353
O -4.095 1.281 -0.157
C -2.442 1.258 -1.801
C -3.180 2.119 -2.614
C -2.822 2.263 -3.939
C -1.770 1.499 -4.430
C -1.110 0.649 -3.563
N -1.418 0.544 -2.269
C 1.803 -1.785 1.622
C 2.511 -2.718 2.372
C 3.730 -3.157 1.898
C 4.187 -2.662 0.683
C 3.397 -1.759 -0.007
N 2.221 -1.332 0.446
H -0.480 -0.209 4.687
H -2.582 0.532 5.764
H -4.387 1.484 4.338
H -4.111 1.577 1.910
H -4.015 2.644 -2.174
H -3.355 2.947 -4.587
H -1.456 1.571 -5.463
H -0.296 0.029 -3.915
H 2.100 -3.074 3.307
H 4.326 -3.863 2.463
H 5.140 -2.972 0.275
H 3.711 -1.363 -0.966
F 3.446 7.260 -0.249
C 2.914 6.116 0.196
C 3.413 5.508 1.334
F 4.431 6.074 1.994
C 2.855 4.323 1.774
F 3.377 3.812 2.902
C 1.819 3.673 1.115
P 1.084 1.797 1.588
C 2.836 1.290 1.864
C 3.733 1.604 0.838
C 5.087 1.352 0.960
C 5.580 0.775 2.121
C 4.697 0.405 3.120
C 3.334 0.640 2.984
C 0.544 2.625 3.155
C 1.147 2.512 4.402
C 0.620 3.175 5.503
C -0.508 3.966 5.376
C -1.095 4.119 4.127
C -0.568 3.462 3.030
C 1.327 4.334 0.001
Br -0.171 3.639 -0.947
C 1.853 5.531 -0.462
F 1.357 6.142 -1.547
H 3.354 2.044 -0.075
H 5.758 1.600 0.146
H 6.643 0.597 2.233
H 5.068 -0.078 4.017
H 2.663 0.298 3.760
H 2.046 1.930 4.529
H 1.096 3.064 6.470
H -0.933 4.458 6.242
H -1.972 4.744 4.011
H -1.038 3.575 2.059
S 0.783 -3.581 -3.202
C -0.603 -4.032 -2.256
C -1.363 -5.192 -2.297
C -2.438 -5.297 -1.430
C -2.747 -4.267 -0.539
C -1.992 -3.112 -0.494
C -0.907 -2.992 -1.361
N -0.063 -1.909 -1.442
C 0.856 -2.030 -2.346
C 1.809 -0.984 -2.705
C 2.793 -1.261 -3.667
C 3.646 -0.263 -4.092
C 3.500 1.015 -3.559
C 2.535 1.262 -2.592
C 1.654 0.288 -2.092
H -1.125 -5.989 -2.990
H -3.043 -6.194 -1.444
H -3.588 -4.381 0.132
H -2.205 -2.312 0.205
H 2.878 -2.263 -4.079
H 4.418 -0.471 -4.822
H 4.147 1.814 -3.907
H 2.459 2.280 -2.210
*
```


[3]
The following is a quantum chemistry calculation of C49H33BrN10O3Rb as an isolated structure, from the Open Molecules 2025 dataset.

Properties
- energy relative to the best compared isomer or geometry (same formula, charge and spin) (kcal per mole) = 7.8
- electronic energy (Eh) = -5258.66502

```
! RIJCOSX wB97M-V def2-TZVPD def2/J DEFGRID3
* xyz -1 1
Rb -0.309 0.212 -0.447
C 0.473 2.302 3.902
C -0.144 1.284 3.176
N 0.551 0.267 2.696
C 1.865 0.283 2.903
C 2.473 1.311 3.611
N 1.779 2.323 4.130
C 2.645 -0.836 2.290
C 3.899 -1.206 2.764
C 4.566 -2.253 2.146
C 3.940 -2.902 1.091
C 2.682 -2.466 0.681
N 2.060 -1.445 1.263
C 1.949 -3.140 -0.437
C 2.613 -3.860 -1.422
N 1.976 -4.495 -2.401
C 0.659 -4.362 -2.407
C -0.012 -3.631 -1.433
N 0.620 -3.028 -0.439
C 5.906 -2.678 2.617
C 6.306 -4.008 2.570
C 7.570 -4.351 3.023
N 8.450 -3.477 3.507
C 8.061 -2.205 3.547
C 6.819 -1.760 3.123
H -0.119 3.123 4.289
H -1.202 1.308 2.942
H 3.549 1.335 3.736
H 4.323 -0.712 3.627
H 4.422 -3.729 0.589
H 3.695 -3.917 -1.433
H 0.105 -4.836 -3.208
H -1.090 -3.532 -1.473
H 5.637 -4.780 2.212
H 7.883 -5.388 2.995
H 8.779 -1.491 3.934
H 6.582 -0.704 3.164
Br -6.172 4.166 -2.341
C -4.953 3.110 -1.330
C -5.327 1.819 -0.924
C -4.470 1.051 -0.189
C -3.165 1.507 0.214
O -2.407 0.767 0.901
C -2.807 2.829 -0.242
C -1.535 3.463 0.027
N -0.521 2.922 0.599
C 0.566 3.730 0.935
C 0.430 4.953 1.542
C 1.557 5.692 1.971
C 2.816 5.204 1.806
C 3.002 3.941 1.184
C 4.286 3.381 0.984
C 4.405 2.169 0.375
C 3.224 1.506 -0.034
N 2.024 1.983 0.145
C 1.890 3.199 0.747
C -3.718 3.590 -0.997
H -6.301 1.433 -1.202
H -4.751 0.054 0.127
H -1.462 4.502 -0.324
H -0.567 5.331 1.728
H 1.402 6.650 2.453
H 3.683 5.756 2.150
H 5.160 3.930 1.315
H 5.369 1.712 0.196
H 3.290 0.538 -0.524
H -3.416 4.578 -1.325
O -0.822 2.373 -3.632
C -0.386 1.280 -3.939
N -0.382 0.805 -5.258
C 0.399 -0.403 -5.345
C 0.634 -0.667 -3.830
O 1.224 -1.680 -3.453
N 0.154 0.332 -3.086
C 1.722 -0.153 -6.066
C 1.763 -0.173 -7.457
C 2.926 0.144 -8.143
C 4.075 0.479 -7.441
C 4.046 0.495 -6.054
C 2.880 0.181 -5.370
C -0.354 -1.582 -5.942
C -1.705 -1.500 -6.243
C -2.386 -2.607 -6.739
C -1.723 -3.807 -6.931
C -0.369 -3.897 -6.621
C 0.309 -2.794 -6.132
H -0.393 1.491 -5.994
H 0.872 -0.450 -8.009
H 2.935 0.123 -9.226
H 4.986 0.723 -7.972
H 4.939 0.751 -5.497
H 2.875 0.189 -4.288
H -2.224 -0.565 -6.076
H -3.441 -2.527 -6.972
H -2.252 -4.670 -7.316
H 0.160 -4.832 -6.761
H 1.358 -2.871 -5.876
*
```


The evaluated LUMO energy for the records listed, in turn: -0.00841; 0.08097; 0.05122 hartree.
The evaluated frontier orbital gap for the records listed, in turn: 7.9; 7.0; 5.8 eV.